No. 1
ORCA calculation (wB97M-V/def2-TZVPD) on a single C19H25N3O5 molecule in a non-equilibrium geometry.

ORCA input file:
```
! wB97M-V def2-TZVPD RIJCOSX def2/J DEFGRID3
* xyz 0 1
H -0.64779 5.38706 0.47892
H -2.37021 -4.04750 0.87125
C 2.07104 -1.82811 -2.56119
C -1.92868 3.84323 1.22594
N -2.21151 -0.03761 -0.03541
H 1.59970 1.08486 -1.80997
H 3.65561 -0.39362 -2.74355
H 2.69618 -1.00732 -0.70171
C 0.09139 -3.13612 -1.06892
N 0.29919 3.63053 -0.02326
H -1.49917 3.89385 2.22899
H 0.58120 2.58191 1.81431
H -0.77541 -3.70695 1.59703
C 1.16116 -2.66917 -3.18473
O 2.36848 1.71060 -0.05589
H -0.30469 1.60810 -0.38321
H 3.86494 -1.84982 -3.72031
O -2.06761 -1.35102 -0.29385
H 3.02340 2.55033 1.65079
O -0.91984 -3.85640 -0.47259
C 0.20921 2.45215 -0.86702
H 1.15969 4.26713 1.75830
H -0.53691 -3.95229 -2.91595
H 1.66769 -0.22978 1.12834
O 0.93352 -2.17058 0.93857
H 2.97792 3.65256 0.24056
H 1.20885 -2.82035 -4.25247
O -1.46804 1.67336 2.96710
H 2.80742 -1.53285 1.55982
C 1.98683 -1.65853 -1.18708
C -0.92437 4.37155 0.17473
C 2.44758 2.84914 0.77310
C -1.44987 -3.45912 0.76794
H 2.70202 -0.62647 -4.21646
H -2.60517 2.19169 0.08565
C -1.72507 -1.10706 1.87390
C -2.01409 0.13043 1.25530
C 3.13543 -1.12831 -3.35284
C 1.75837 -1.22194 1.57875
C 1.62729 2.00265 -1.22026
N -2.28743 2.46616 1.00395
C -1.91409 1.48350 1.85101
H 1.41202 -1.18669 2.61074
H -1.42365 4.43346 -0.79604
C 0.18525 -3.30488 -2.44468
C -1.76258 -2.00003 0.83798
H -0.32656 2.70958 -1.78290
H -1.50719 -1.28019 2.90476
H 2.13325 2.79651 -1.78911
H -2.82309 4.47404 1.19384
C 1.05893 3.34579 1.18093
C 1.02152 -2.30484 -0.42381
*
```

Calculated values
* SMILES: COc1cc(C)ccc1OCc1cc(C(=O)NCCN2CCOCC2)no1
* HOMO: -8.0 eV
* Kohn-Sham gap: 0.3260 hartree

No. 2
ORCA calculation (wB97M-V/def2-TZVPD) on a single C19H25N3O5S molecule in a non-equilibrium geometry.

ORCA input file:
```
! wB97M-V def2-TZVPD RIJCOSX def2/J DEFGRID3
* xyz 0 1
C -0.84823 -1.68021 1.76824
H -3.67910 1.14989 -3.05692
H 0.53002 -2.51794 0.54690
N 0.45996 -2.02627 1.42777
H 3.48707 -2.59878 1.79952
N -1.59746 -1.23952 -2.26430
H -3.62267 2.39302 -1.80652
C -3.16232 -1.70579 1.15162
C 3.87674 1.41964 0.18531
H -1.13133 2.30971 -1.83337
C -0.53901 -0.29735 -2.52569
H 0.24347 -0.87392 -3.02976
H 2.62837 -2.43131 0.23008
C -2.66701 -0.89808 -1.68114
C -1.17364 -0.91287 2.88576
C 1.61130 -1.52358 1.95144
C 5.37760 1.28446 0.06042
O -4.71217 -3.52550 -0.02285
O -5.50892 -1.20308 0.08246
H 4.10643 3.59821 2.29911
H 5.78453 0.28571 0.06254
S -4.42269 -2.12413 -0.05266
H -4.00795 0.36831 -0.63685
H -0.12352 0.08456 -1.58448
H -3.38274 -2.75937 -1.95482
H -4.51956 -0.62573 2.37788
C -2.48910 -0.55246 3.12071
H -1.84030 2.82138 -3.36612
O 1.87379 0.14908 0.00413
C 2.87454 -1.94195 1.17850
H 4.79616 1.16000 2.17494
C -1.71780 1.97022 -2.69114
C -3.09763 1.52560 -2.21241
H -1.54139 0.49263 -4.25151
H 5.86993 1.96674 -0.61608
C -1.86575 -2.10685 0.91483
H -0.39050 -0.58661 3.54941
C -3.03658 0.44918 -1.12247
O 3.67617 -0.79754 0.93477
C 3.03147 0.22838 0.34659
C 4.80235 1.82342 1.31936
C 4.93325 3.28186 1.66642
H 4.93828 3.89474 0.76820
H -1.63929 -2.71979 0.05612
C -3.49433 -0.92884 2.24337
H -0.03215 1.31254 -3.83719
O 1.69181 -0.83489 2.93916
H -2.72742 0.04500 3.98693
C -0.94346 0.87645 -3.42177
H 5.86218 3.45366 2.20726
N -3.63803 -1.87909 -1.52752
H 3.38372 2.20922 -0.36625
H -2.28708 0.73783 -0.37798
*
```

Calculated values
* SMILES: C[C@@H]1C[C@H]1C(=O)OCC(=O)Nc1cccc(S(=O)(=O)NC2=NCCCCC2)c1
* HOMO: -9.0 eV
* Kohn-Sham gap: 0.3510 hartree

No. 3
ORCA calculation (wB97M-V/def2-TZVPD) on a molecular structure, C19H25N5PdSTe.

ORCA input file:
```
! wB97M-V def2-TZVPD RIJCOSX def2/J DEFGRID3
* xyz 0 1
H 2.75389 -2.82780 3.03427
C -2.44806 3.40086 -0.98592
H -3.33134 3.65395 -0.39442
C 1.36936 -1.85994 1.73538
C -0.05331 1.11049 2.62937
H -4.12456 -0.24605 -5.32846
C 0.91528 -3.92963 2.92608
H -2.75697 3.17784 -2.00104
H -2.95224 1.87397 -5.98156
H -2.79057 -1.64382 -4.04650
Pd -0.71826 -0.43750 0.02611
H -1.84565 1.67422 -4.61171
C 1.75648 -2.87596 2.61395
H -1.73069 -3.02620 1.04245
H -1.81275 0.51971 -5.94783
H 0.26888 0.13838 2.98471
N -0.59722 1.12715 1.41622
H 4.89571 -2.52392 0.12836
H -0.25920 4.37394 3.44088
H -4.15714 0.92554 -4.01134
C -3.50373 0.29610 -4.61604
C -0.74112 -2.97338 1.48453
C 2.38278 -0.76109 1.48477
H 1.24112 -4.70448 3.60889
H 2.40858 -0.08790 2.35011
C 0.08838 -1.89622 1.16162
C -0.34449 -3.98197 2.34847
H -1.01723 -4.80257 2.56589
C -2.32965 -0.37355 -2.56739
N 3.74342 -1.26901 1.33266
H 0.53782 2.19140 4.37650
Te 0.84728 -0.77122 -2.27105
C 0.08771 2.25445 3.39638
H -1.32663 4.39301 1.20316
S -1.47556 -1.74403 -1.76513
C -2.46345 1.14391 -5.33510
N -2.89484 -0.69360 -3.73521
C -0.35899 3.45691 2.87579
C -1.75239 2.21457 -0.40195
H 3.76707 -1.49497 -0.78718
C 4.68855 -0.17177 1.32157
C -0.95126 3.47127 1.62388
H -1.79119 4.27177 -0.99435
H 4.60643 0.40200 2.24658
H 3.16089 -2.88191 0.12649
H 2.07570 -0.16016 0.62016
C 3.89870 -2.08051 0.13571
H 4.52506 0.51629 0.47374
N -2.39365 0.85331 -2.13271
H 5.70477 -0.56138 1.24878
N -1.73056 1.05178 -0.95717
C -1.07116 2.28771 0.90861
*
```

Calculated values
* HOMO (spin up / spin down): -6.3 / -6.3 eV
* Kohn-Sham gap (spin up / spin down): 0.2046 / 0.2046 hartree

No. 4
ORCA calculation (wB97M-V/def2-TZVPD) on a molecular structure, C19H25N7O9P2W in a non-equilibrium geometry.

ORCA input file:
```
! wB97M-V def2-TZVPD RIJCOSX def2/J DEFGRID3
* xyz 2 3
C 0.35494 -3.07010 -1.28244
H -1.24375 1.39000 1.91338
C -0.24350 1.57089 2.27765
H -2.68964 -3.89854 0.74681
N 0.74458 0.93421 1.63510
P -2.04866 -1.93009 2.08648
N 1.02491 -2.85829 0.99947
H 3.35949 2.02347 3.41807
O -0.12424 -3.63666 -2.21974
H -0.81867 2.90011 3.84339
H 0.05984 5.44075 -3.56481
H -5.05341 -2.54464 1.94368
H -5.46704 -1.72021 0.41757
N 2.49976 -0.26915 0.14889
P -2.90056 -0.69526 -0.54116
O -1.46882 -1.18790 -0.84234
H -3.00773 -1.73139 4.01838
H -4.12702 -3.69219 -0.11210
H -3.49742 1.26604 0.04641
H 0.91367 2.50730 -0.18818
H 6.30894 -0.08733 0.67284
C 3.33707 -0.81786 -0.74531
C 4.71110 -0.75949 -0.59351
O 0.89042 -1.82654 -1.32140
H -4.85408 -0.80305 1.79827
H -0.32685 -0.45711 -2.79538
H 0.36046 -4.60728 0.06050
C 0.62029 3.17860 -2.19647
C -4.77080 -1.74325 1.25694
C -0.07764 1.47428 -3.70796
H -0.34253 1.14777 -4.70378
C -0.06390 0.57830 -2.65788
C 0.26068 2.79470 -3.48255
C 2.33175 1.90537 3.10953
O -3.91345 -0.59218 -1.59220
C 2.01112 1.10328 2.03566
C -3.34403 -1.91334 0.74718
O -1.72145 -3.35222 2.34576
C 1.31118 2.56461 3.78358
C 4.37362 0.47323 1.41880
H 0.51148 -3.01483 1.86343
O -2.75666 0.68268 0.27233
H 5.34285 -1.21533 -1.34256
N -3.20801 -3.29457 0.08250
H 0.20912 5.65301 -5.26979
H -2.67395 -3.26830 -0.79305
C 0.26646 3.71360 -4.70102
H 4.76036 0.99897 2.27858
O -0.88440 -1.02135 1.66678
H 0.92153 4.18810 -1.95286
O 0.31231 3.20401 -5.79494
O -2.68870 -1.15582 3.30701
N 0.38191 -3.60028 -0.00983
H 1.54100 3.19948 4.62927
C 5.23914 -0.12893 0.51496
C 3.01715 0.40430 1.19407
C 0.00689 2.40249 3.35492
C 0.62785 2.23606 -1.19191
H 2.88560 -1.31911 -1.58435
N 0.22821 5.04130 -4.46881
W 0.32068 -0.53636 0.06883
N 0.28841 0.95354 -1.41140
H 1.98216 -3.18150 1.11077
*
```

Calculated values
* HOMO (spin up / spin down): -13.8 / -14.8 eV
* Kohn-Sham gap (spin up / spin down): 0.2742 / 0.2870 hartree

Energy above the lowest of the compared OMol25 structures with the same formula, charge and spin, record by record: 500.7, 203.1, 0.0, 90.1 kJ/mol